C12H28AsKN2OSi | ωB97M-V/def2-TZVPD

```
46
Properties=species:S:1:pos:R:3
K -0.53324 -0.89254 1.47662
C -1.14667 -5.05638 -0.88282
As -2.05228 -3.83738 0.34819
C -3.04185 -5.17212 1.37649
C -3.50238 -3.27424 -0.83427
H -1.87649 -5.73597 -1.32325
H -0.38798 -5.63100 -0.35326
H -0.65520 -4.48887 -1.67139
H -3.56921 -5.84881 0.70378
H -3.76012 -4.67137 2.02416
H -2.36031 -5.74809 2.00123
H -4.01367 -4.14146 -1.25290
H -3.10243 -2.66737 -1.64528
H -4.20690 -2.66514 -0.27021
N -2.65585 0.64379 0.78435
C -2.20612 1.52271 0.17328
N -1.73208 2.52883 -0.52582
C -2.07121 3.89446 -0.11970
C -1.02538 4.44828 0.85314
C 0.36919 3.87641 0.53826
C 0.47827 3.52366 -0.94186
C -0.43745 2.34195 -1.24808
H -3.07020 3.88899 0.31321
H -2.11872 4.49189 -1.03032
H -1.30726 4.20857 1.88008
H -1.02224 5.53802 0.77246
H 0.54555 2.96386 1.11361
H 1.14158 4.58773 0.83214
H 1.49778 3.24124 -1.20559
H 0.22057 4.39147 -1.55543
H 0.03653 1.42257 -0.88594
H -0.63737 2.25380 -2.31730
C 3.24950 -1.43667 -0.76867
Si 2.83892 0.09075 0.26735
C 3.70828 1.53769 -0.58064
C 3.72833 -0.13256 1.92282
O 1.26232 0.28783 0.44300
H 4.32747 -1.57942 -0.88507
H 2.81279 -1.34568 -1.76651
H 2.84385 -2.34524 -0.31234
H 4.78029 1.33456 -0.66374
H 3.59355 2.46900 -0.01403
H 3.33046 1.71324 -1.58849
H 4.80485 -0.27418 1.79468
H 3.34484 -1.00209 2.46642
H 3.57767 0.74525 2.55764
```

The net charge is 0. Its relative energy (zero: lowest compared OMol25 entry of this formula, charge and spin) is 0.032 eV.


C11H10ClNORh | ωB97M-V/def2-TZVPD

```
25
Properties=species:S:1:pos:R:3
C 1.50117 0.18635 -2.82931
C 0.34615 0.95113 -2.43793
C -0.58409 0.04196 -1.81169
H 0.18288 2.01605 -2.62688
C 0.02170 -1.26894 -1.77380
C 1.29938 -1.17549 -2.41355
H 1.99639 -1.99422 -2.57608
H 2.37963 0.56309 -3.34894
H -1.57713 0.30499 -1.44153
H -0.39891 -2.18221 -1.37033
Rh 1.19157 0.06419 -0.88594
Cl 1.73297 1.99426 0.41804
C -0.78863 0.35708 2.83575
C -1.46473 -0.77878 2.28075
C -2.28183 -0.31755 1.20562
H -1.33810 -1.81253 2.59750
C -2.10916 1.08650 1.07704
C -1.20253 1.51447 2.09596
H -0.86433 2.53703 2.24907
H -0.05161 0.34090 3.63917
H -2.94149 -0.92949 0.60431
H -2.58299 1.73906 0.34835
O 3.63846 -1.08061 1.80455
C 2.52412 -1.06226 1.38199
N 1.37113 -1.09498 0.97787
```

The net charge is -1. Its spin multiplicity is 5. Its relative energy (zero: lowest compared OMol25 entry of this formula, charge and spin) is 0.000 eV. As for the expectation value of S²: 6.028.


C37H74BCl2I3N3O11P2 | ωB97M-V/def2-TZVPD

```
133
Properties=species:S:1:pos:R:3
C -4.20226 -1.79942 -0.97595
C -3.24043 -1.29131 -0.20431
C -2.20089 -0.45386 0.76059
C -3.08402 -0.51660 2.09411
C -4.70519 -0.32143 1.99947
C -5.08896 0.68442 3.24866
Cl -5.69976 -1.84024 2.27490
C -0.91681 -1.44175 0.85402
Cl -1.34997 -3.12047 0.07130
B -0.47577 -1.94174 2.38514
N -0.29004 -1.03010 3.56411
O -0.17452 -3.35251 2.67454
N 0.33482 -1.10223 0.24265
C 0.71755 0.14669 -0.35652
C 1.82277 1.07929 0.35961
I 2.27936 3.23153 0.05158
C 2.78719 0.58486 1.35165
C 3.86825 1.55486 2.11064
I 3.04215 -1.47185 1.97259
P 1.85914 -0.49130 -1.79911
O 1.33124 -1.80667 -2.47016
O 3.43689 -0.90212 -1.30372
O 2.11885 0.62365 -3.05949
C -0.70583 0.81508 -0.87200
I -0.39937 2.62406 -2.13106
C -1.19297 -0.05123 -2.19204
C -2.42186 0.42399 -3.08027
C -2.09177 0.56841 -4.69575
P -2.23449 -1.16720 -5.46876
O -3.69589 -1.26782 -6.01211
O -1.95808 -2.34568 -4.25247
C -1.97652 -3.70606 -4.79085
C -0.49904 -4.33926 -4.46543
O -1.08525 -1.43301 -6.71068
C 0.24413 -0.93780 -6.35031
C 1.37122 -1.58963 -7.34710
N -1.79150 0.93183 0.21519
C -3.01079 1.68227 -0.12161
C -3.05370 3.24619 -0.47279
O -4.14912 3.69770 -0.99399
C -1.13284 1.65493 1.36832
C -1.84623 2.49971 2.49312
C -1.17249 2.18692 3.97236
C -1.62137 4.13530 2.39554
H -4.66995 -2.34624 -1.88804
H -3.16488 -1.66324 2.35966
H -2.65161 -0.04704 3.04265
H -5.11003 0.17934 1.06528
H -5.03682 1.79320 2.95076
H -4.51282 0.41131 4.20650
H -6.21065 0.44747 3.47362
H 0.53218 -1.34925 4.12651
H -1.10574 -1.00997 4.19771
H -0.12368 -3.47130 3.66544
H 0.88041 -1.94867 0.03872
H 4.49305 0.98878 2.90318
H 3.33707 2.40197 2.71519
H 4.65932 1.98460 1.36662
H 3.43994 -1.85287 -1.03074
H 1.84405 0.16381 -3.90107
H -1.18717 -1.20168 -1.97593
H -0.38569 0.01857 -3.04206
H -2.98533 1.38000 -2.84375
H -3.21877 -0.43261 -3.08164
H -1.03971 1.04203 -4.81792
H -2.83288 1.31969 -5.19276
H -2.72506 -4.30903 -4.14332
H -2.24512 -3.74985 -5.90727
H -0.38313 -5.41468 -4.85091
H 0.26002 -3.60114 -4.92117
H -0.37700 -4.24695 -3.31064
H 0.24998 0.20215 -6.58213
H 0.50260 -1.09379 -5.23321
H 1.28194 -1.04658 -8.36469
H 2.40953 -1.40970 -6.85524
H 1.22491 -2.73225 -7.47864
H -3.74552 1.77132 0.78869
H -3.75403 1.20415 -0.88690
H -2.25875 4.04719 -0.26766
H -0.36124 1.00762 1.96471
H -0.46634 2.46877 0.85058
H -2.96592 2.36477 2.69123
H -1.53190 2.96204 4.76819
H -0.00713 2.22985 3.90370
H -1.47015 1.16132 4.38968
H -2.57746 4.58656 1.90591
H -1.52062 4.63485 3.42126
H -0.66996 4.40203 1.78750
C -3.52464 -8.66821 2.92229
C -3.40430 -7.24637 3.44211
O -2.10637 -6.92633 3.92904
C -1.03899 -7.01147 2.99227
C -1.19820 -6.07867 1.80528
H -3.21489 -9.38549 3.68705
H -4.55717 -8.88275 2.63546
H -2.89387 -8.83221 2.04565
H -4.08953 -7.12327 4.28573
H -3.71432 -6.52003 2.68337
H -0.90441 -8.04814 2.66558
H -0.12926 -6.73751 3.53475
H -2.06793 -6.34272 1.19673
H -0.31421 -6.12517 1.16211
H -1.33435 -5.05051 2.13977
C 7.64565 0.74632 -0.86425
C 8.21555 0.60944 0.53699
O 7.32720 -0.01954 1.45359
C 6.93215 -1.35015 1.14187
C 8.09239 -2.32628 1.06718
H 6.68566 1.26982 -0.84058
H 8.33527 1.30368 -1.50306
H 7.47517 -0.22806 -1.32768
H 8.41176 1.60952 0.93409
H 9.17801 0.08800 0.52355
H 6.34393 -1.36294 0.21737
H 6.25760 -1.66767 1.94249
H 8.77289 -2.08424 0.24653
H 7.72466 -3.34406 0.90663
H 8.67480 -2.30477 1.99205
C -0.70556 9.38584 1.55027
C 0.60929 8.69897 1.87550
O 0.63009 7.31744 1.53265
C 0.44081 7.00230 0.15908
C 1.50048 7.59547 -0.75203
H -1.54120 8.86155 2.02193
H -0.69302 10.41946 1.90460
H -0.89632 9.40412 0.47482
H 0.77358 8.75147 2.95547
H 1.45285 9.21792 1.40899
H -0.56498 7.29561 -0.16102
H 0.48389 5.91187 0.08447
H 1.46654 8.68795 -0.75463
H 1.35283 7.25455 -1.78117
H 2.50092 7.30015 -0.42394
```

The net charge is +1.


C28H30BrNO2PS2Zr | ωB97M-V/def2-TZVPD

```
66
Properties=species:S:1:pos:R:3
Zr 0.07001 -1.04307 1.84685
Br -0.05648 -1.52379 -0.93522
C -1.81298 -2.29344 -1.01644
C -2.38437 -2.55799 -2.22045
C -3.65750 -3.16896 -2.22640
C -4.27541 -3.49129 -1.05167
C -3.66739 -3.21085 0.19647
C -4.28880 -3.53761 1.42995
C -3.67925 -3.24183 2.61173
C -2.42339 -2.58558 2.61551
C -1.76707 -2.24393 1.45748
C -2.40160 -2.58188 0.22980
H -1.88313 -2.31767 -3.14785
H -4.13194 -3.38582 -3.17342
H -5.24707 -3.96909 -1.06162
H -5.25481 -4.02676 1.41399
H -4.15225 -3.49884 3.55043
H -1.98823 -2.36672 3.59075
C -4.20271 0.77108 1.63315
C -3.22931 0.79161 0.65626
C -1.88822 0.91499 1.01456
C -1.51599 0.98179 2.36421
C -2.51394 1.01549 3.34901
C -3.83760 0.91696 2.97445
N -0.13511 0.87145 2.58123
C 0.47001 0.65683 3.84278
C 1.71076 1.25441 4.09628
C 2.42329 0.91074 5.22551
C 1.93399 -0.05010 6.11100
C 0.71987 -0.65877 5.86510
C -0.01512 -0.30805 4.73470
H -5.24604 0.67999 1.36452
H -3.50050 0.73408 -0.39003
H -1.12422 1.05072 0.25541
H -2.24682 1.12943 4.39060
H -4.60656 0.94944 3.73543
H 2.08628 1.98062 3.38779
H 3.37271 1.39098 5.42488
H 2.50450 -0.31372 6.99126
H 0.33233 -1.40452 6.54599
H -0.99485 -0.74904 4.58070
C 4.47196 -3.35566 -0.90367
C 3.50424 -3.80122 0.16684
C 3.47791 -5.29355 0.39851
O 3.93386 -3.17441 1.42851
P 3.00717 -2.16583 2.19882
S 1.31695 -3.05875 2.83134
S 2.51763 -0.60226 1.02045
O 3.83047 -1.76936 3.45916
C 5.25154 -1.38602 3.57232
C 6.08393 -2.63727 3.73570
C 5.69383 -0.50166 2.42789
H 4.20025 -3.80584 -1.85860
H 5.48468 -3.67168 -0.65041
H 4.45589 -2.27148 -1.01467
H 2.49734 -3.43686 -0.05648
H 4.47128 -5.65245 0.66934
H 3.16482 -5.80126 -0.51410
H 2.78001 -5.55051 1.19465
H 5.24915 -0.81413 4.49973
H 6.09582 -3.21817 2.81444
H 5.69286 -3.25690 4.54151
H 7.10816 -2.35693 3.98308
H 5.68367 -1.04377 1.48061
H 6.71768 -0.17736 2.61505
H 5.06518 0.38364 2.34067
```

The net charge is +1. Its relative energy (zero: lowest compared OMol25 entry of this formula, charge and spin) is 0.000 eV.


C56H58CoFGeN2O3PS | ωB97M-V/def2-TZVPD

```
124
Properties=species:S:1:pos:R:3
Co 0.18512 1.04656 0.30433
C 0.97028 -3.36172 -3.33822
C 1.22957 -4.54388 -2.44928
C 1.28674 -5.82028 -2.99810
C 1.51247 -6.93954 -2.21021
C 1.68702 -6.78008 -0.84526
C 1.64936 -5.51019 -0.28670
C 1.43048 -4.37300 -1.06698
P 1.24141 -2.67554 -0.34678
C 1.84205 -3.06113 1.37101
C 3.17946 -2.97611 1.75009
C 3.58346 -3.24644 3.04940
C 2.64593 -3.59800 4.00550
C 1.31478 -3.70692 3.63911
C 0.89566 -3.45352 2.33539
C -0.54892 -3.66656 1.98747
C 2.66497 -1.82363 -1.12425
C 3.83050 -2.52524 -1.42472
C 4.97601 -1.89136 -1.88308
C 4.95955 -0.50080 -2.00353
C 3.80600 0.21055 -1.76894
C 2.57510 -0.41176 -1.40988
C 1.36401 0.35930 -1.43035
H 0.41448 -3.65505 -4.23063
H 1.91151 -2.89701 -3.64351
H 0.39571 -2.60544 -2.80440
H 1.14804 -5.93983 -4.06802
H 1.54642 -7.92695 -2.65670
H 1.85470 -7.64281 -0.21010
H 1.80462 -5.40448 0.77923
H 3.92458 -2.70008 1.01873
H 4.62990 -3.15359 3.31694
H 2.94745 -3.79729 5.02834
H 0.57762 -3.99880 4.38065
H -1.19500 -3.39888 2.82363
H -0.73148 -4.71652 1.73466
H -0.83532 -3.06219 1.13152
H 3.84929 -3.60284 -1.29086
H 5.86711 -2.45956 -2.12391
H 5.86242 0.01988 -2.30836
H 3.80806 1.28851 -1.89678
H 0.49770 -0.22398 -1.70142
H 1.47010 1.29166 -1.98770
C 2.92624 1.90532 7.06632
C 4.09361 1.75237 6.09084
C 5.00725 0.61804 6.54170
C 6.16313 0.46172 5.56334
C 5.61741 0.22388 4.18104
C 6.36620 -0.45910 3.23265
C 5.85173 -0.62757 1.96065
F 6.62953 -1.24719 1.04229
C 4.59626 -0.20624 1.61272
C 3.80978 0.43942 2.57109
C 2.44902 0.86971 2.24659
O 1.80688 0.32583 1.35048
C 2.00728 1.99782 3.03320
C 2.59494 2.24721 4.21877
N 3.61300 1.48103 4.73724
C 4.35214 0.70935 3.84254
C 1.01028 3.01758 2.50395
O 0.76484 3.98850 3.23824
O 0.58064 2.82905 1.33125
H 3.30589 1.93673 8.08863
H 2.24972 1.05554 6.96398
H 2.36073 2.81700 6.88614
H 4.67534 2.68658 6.09080
H 4.42472 -0.30723 6.57619
H 5.37452 0.83355 7.54664
H 6.81306 -0.36481 5.85794
H 6.77349 1.37172 5.57929
H 7.34951 -0.83544 3.48446
H 4.19868 -0.35427 0.61476
H 2.26977 3.10655 4.78734
C -2.20567 0.74971 -6.46882
C -2.46074 -0.76447 -6.40026
C -3.39856 -1.14109 -7.54958
C -1.12899 -1.50579 -6.59470
C -3.04013 -1.11396 -5.03095
C -4.30553 -1.68515 -4.86446
C -4.82226 -1.95686 -3.60074
C -4.06180 -1.66068 -2.48581
S -4.42572 -1.78771 -0.79344
C -2.79548 -1.08271 -0.41014
N -2.10009 -0.87514 -1.46799
C -2.76531 -1.12463 -2.62960
C -2.27672 -0.84318 -3.90386
C -2.44829 -0.71167 0.94377
C -3.34597 -1.15611 1.93355
C -3.17798 -0.84795 3.26191
C -2.11393 -0.03422 3.62594
C -1.24018 0.43483 2.65681
C -1.31562 0.11578 1.28486
H -1.79601 1.01883 -7.44679
H -1.50004 1.06225 -5.69939
H -3.13526 1.30140 -6.31509
H -2.93839 -0.86421 -8.50081
H -4.35018 -0.61175 -7.46708
H -3.59567 -2.21531 -7.56559
H -0.69377 -1.26390 -7.56857
H -1.28093 -2.58606 -6.53906
H -0.41252 -1.22861 -5.82138
H -4.92502 -1.91256 -5.72218
H -5.81270 -2.38616 -3.50457
H -1.29312 -0.39370 -3.96719
H -4.19802 -1.75951 1.62827
H -3.87317 -1.22021 4.00692
H -1.96822 0.23952 4.66765
H -0.44784 1.09067 3.00456
C -4.29357 2.15841 -0.14188
Ge -2.56897 3.16152 -0.10964
C -2.46342 3.97885 1.68797
C -2.97248 4.68602 -1.36663
C -1.02652 2.20096 -0.82514
H -5.12868 2.85992 -0.05164
H -4.35427 1.44503 0.68023
H -4.41116 1.61013 -1.07920
H -3.12208 4.84861 1.76520
H -1.44282 4.28493 1.91466
H -2.76630 3.24449 2.43787
H -3.88391 5.21444 -1.06183
H -3.12114 4.31698 -2.38419
H -2.15233 5.40783 -1.38286
H -0.32494 3.00374 -1.10951
H -1.37931 1.75095 -1.75715
```

The net charge is -2. Its spin multiplicity is 4. As for the expectation value of S²: 3.772.


C3H3O2S | ωB97M-V/def2-TZVPD

```
9
Properties=species:S:1:pos:R:3
C 0.77903 -1.05920 -0.88868
C -1.24165 -1.07616 0.15128
C 1.56096 -0.01131 -0.11172
O -1.19651 -0.05815 1.15725
O -3.17358 0.73704 -0.27382
S -1.69829 0.56117 -0.31227
H 1.34403 0.15289 0.93127
H 2.62510 -0.16563 -0.10569
H 1.00091 0.91936 -0.54763
```

The net charge is -1. Its relative energy (zero: lowest compared OMol25 entry of this formula, charge and spin) is 8.840 eV.


Computed values of E (unit: Ha) for the preceding records, in sequence: -3784.0565, -1125.7506, -4966.5034, -5048.9801, -6803.1195, -664.5105.